233
Properties=species:S:1:pos:R:3 method="wB97M-V/def2-TZVPD" charge=0 gap_ev=8.250
C -2.14726 4.16184 1.17729
C -3.08076 4.12971 2.35523
C -4.47073 4.83325 2.28396
O -4.41480 6.21067 1.79194
C -5.54233 6.99708 2.20293
N -3.32872 2.69645 2.62566
H -1.13294 3.93138 1.50308
H -2.04256 5.18247 0.80923
H -2.48480 3.49371 0.38498
H -2.69426 4.54615 3.28544
H -5.11031 4.73583 3.16119
H -5.07087 4.47130 1.44914
H -5.52150 7.03519 3.29206
H -6.42960 6.62708 1.68918
H -5.52213 7.99758 1.77084
H -4.01208 2.74747 3.36763
H -3.92274 2.25678 1.93723
C -0.55328 5.16728 -6.16747
O 0.61304 4.57333 -5.58804
C 0.64590 3.19721 -5.30314
C -0.65171 2.66601 -4.60130
N -1.79274 2.21895 -5.38412
C -1.52277 1.15915 -6.40090
C -2.92527 0.60011 -6.75193
O -2.76441 -0.50307 -7.60328
C -2.49453 -1.80255 -7.10137
H -1.47880 5.03600 -5.60687
H -0.73254 4.53066 -7.03389
H -0.37340 6.20550 -6.44646
H 1.49266 3.02609 -4.63844
H 0.89565 2.63538 -6.20319
H -0.95729 3.40304 -3.85867
H -0.23718 1.79327 -4.09671
H -2.69207 2.31894 -4.93545
H -0.76565 0.52757 -5.93617
H -1.09315 1.51392 -7.33774
H -3.44140 1.35709 -7.34243
H -3.51203 0.29639 -5.88499
H -3.33443 -1.98105 -6.42995
H -1.59927 -1.96546 -6.50132
H -2.53352 -2.63231 -7.80713
C -2.29809 -3.24507 12.24862
O -1.04480 -3.61497 11.66753
C -0.87510 -3.47994 10.18537
C 0.52710 -2.79059 10.01398
N 0.54898 -1.77121 8.94508
C -0.22591 -0.61607 9.33569
C -0.07019 0.57023 8.36640
O -0.49426 0.19126 7.07304
C -0.56494 1.23541 6.07674
H -2.59555 -2.25009 11.91752
H -2.26534 -3.19854 13.33714
H -3.20328 -3.77383 11.95008
H -1.68276 -2.87750 9.76962
H -1.03785 -4.49964 9.83633
H 1.26660 -3.51042 9.66316
H 1.01313 -2.26759 10.83760
H 0.12117 -2.09376 8.08890
H 0.10539 -0.36863 10.34422
H -1.29042 -0.73802 9.53580
H 0.96047 0.91433 8.28013
H -0.57249 1.39382 8.87383
H 0.06912 2.10140 6.26684
H -1.57513 1.64361 6.04542
H -0.20165 0.84929 5.12436
C 0.24163 5.42603 -2.00540
O 0.21983 6.77678 -2.29606
C 0.61143 7.29717 -3.60277
C 0.25550 8.80774 -3.73656
N 1.01941 9.65633 -2.86516
C 2.50125 9.58439 -2.96510
C 3.15154 10.58043 -2.02398
O 3.50584 10.10383 -0.71926
C 2.40859 9.51468 -0.08277
H -0.37033 4.84648 -2.69658
H -0.34863 5.22276 -1.11188
H 1.27521 5.10653 -2.13851
H 0.13808 6.85732 -4.48059
H 1.62907 7.14537 -3.96258
H -0.82973 8.87311 -3.65837
H 0.54158 9.02209 -4.76627
H 0.85185 9.36431 -1.91292
H 2.79447 9.86969 -3.97541
H 2.94874 8.61186 -2.76007
H 2.57535 11.49319 -1.87245
H 4.05828 11.01344 -2.44638
H 2.08918 8.69577 -0.72733
H 1.60440 10.23818 0.05109
H 2.69780 9.19209 0.91743
C 3.92085 3.98593 4.60218
O 4.38401 4.38378 3.27170
C 5.74365 4.65023 3.32083
C 6.22556 5.10789 1.85559
N 5.88512 6.56853 1.64166
C 4.43260 6.84574 1.44050
C 3.86231 6.12599 0.18595
O 4.76462 6.21804 -0.86396
C 4.31596 5.59697 -2.17382
H 4.43531 3.15203 5.07972
H 2.88407 3.69365 4.43559
H 3.89803 4.72836 5.39991
H 6.28855 3.73708 3.56028
H 6.03373 5.38190 4.07490
H 5.90465 4.40699 1.08497
H 7.30652 5.19627 1.96433
H 6.39619 6.89002 0.83200
H 4.32313 7.92470 1.33114
H 3.76613 6.53377 2.24461
H 2.85323 6.45095 -0.06753
H 3.74822 5.05298 0.34003
H 5.12821 5.81491 -2.86726
H 3.29200 5.80389 -2.48494
H 4.40083 4.51202 -2.11235
C 1.48054 2.57884 0.06402
C 2.04384 1.27209 0.72641
C 1.18777 0.96494 1.95971
C -0.27579 0.48627 1.67846
C -0.07069 -0.68284 0.78643
C 0.81349 -0.53830 -0.53648
N 2.01255 0.20368 -0.16332
O 2.93577 0.24683 -1.30446
C 1.10237 -1.95609 -1.02279
C -0.22710 0.28657 -1.42246
C 3.54141 1.51319 1.23332
H 1.12720 3.39509 0.69408
H 0.57565 2.45603 -0.53113
H 2.25008 2.90861 -0.63394
H 1.58595 0.12574 2.53006
H 1.19729 1.78493 2.67778
H -0.81743 1.25146 1.12240
H -0.86921 0.31047 2.57571
H -1.08901 -0.99569 0.55567
H 0.34430 -1.41249 1.48176
H 1.35339 -2.68033 -0.24783
H 0.16891 -2.49616 -1.18113
H 1.81694 -2.06723 -1.83835
H -0.89698 0.93435 -0.85700
H 0.28496 0.95249 -2.11703
H -0.92540 -0.37678 -1.93280
H 3.57989 2.37250 1.90280
H 4.27511 1.75625 0.46475
H 3.87051 0.65966 1.82601
H 3.79921 -0.10806 -1.08058
C -6.60817 -3.12306 1.95832
C -5.48894 -2.08301 1.47652
C -4.64956 -2.72522 0.31443
C -5.27178 -2.70965 -1.05391
C -5.72221 -1.23258 -1.28904
C -6.65415 -0.60570 -0.28375
N -6.12683 -0.79828 1.07150
O -6.79812 -0.10407 2.02597
C -6.69377 0.85905 -0.80335
C -7.99228 -1.30748 -0.56105
C -4.47606 -1.75939 2.60067
H -7.31603 -2.73577 2.69115
H -6.02681 -3.87649 2.48979
H -7.10168 -3.63544 1.13248
H -3.66688 -2.25358 0.31547
H -4.52845 -3.77839 0.56795
H -6.12451 -3.38815 -1.07806
H -4.47597 -3.02064 -1.73071
H -6.15566 -1.11883 -2.28266
H -4.80737 -0.64014 -1.27516
H -5.85265 1.44986 -0.44066
H -6.96503 0.83926 -1.85887
H -7.48142 1.41759 -0.29763
H -8.89391 -0.80924 -0.20479
H -8.19872 -1.39396 -1.62782
H -8.05337 -2.34913 -0.24586
H -5.08366 -1.41026 3.43556
H -3.61885 -1.12365 2.37902
H -4.13737 -2.65406 3.12312
H -7.66664 -0.49928 1.92070
C -3.23135 -7.74428 -1.02917
C -1.77877 -7.22654 -0.90055
C -1.91431 -5.76809 -0.45147
C -0.58459 -5.14061 0.03690
C -0.14289 -6.05930 1.15198
C 0.06691 -7.60552 0.83592
N -1.07852 -8.09519 0.05781
O -1.03496 -9.42310 -0.38667
C 1.46329 -7.81729 0.16855
C 0.11581 -8.24043 2.19757
C -1.21210 -7.12875 -2.39144
H -3.77537 -7.05021 -1.66982
H -3.82699 -7.70450 -0.11718
H -3.38896 -8.62429 -1.65273
H -2.31273 -5.20949 -1.29841
H -2.64030 -5.64630 0.35241
H -0.75240 -4.21721 0.59122
H 0.15814 -5.07596 -0.75826
H -0.88779 -6.03483 1.94736
H 0.80399 -5.64110 1.49349
H 1.62487 -7.29122 -0.77232
H 2.30014 -7.44902 0.76199
H 1.70963 -8.79243 -0.25160
H 0.71590 -9.14065 2.06490
H 0.51482 -7.57713 2.96498
H -0.88873 -8.44635 2.56716
H -0.18759 -6.75682 -2.40321
H -1.77842 -6.43734 -3.01541
H -1.24034 -8.14629 -2.78118
H -1.43820 -9.89235 0.34737
C 6.44292 -6.33932 -5.59156
C 5.13718 -5.93871 -4.91517
C 4.08984 -7.08329 -5.07539
C 2.81330 -6.81849 -4.43451
C 2.98125 -6.51302 -2.98799
C 4.26723 -5.81218 -2.50939
N 5.38977 -5.86506 -3.45091
O 6.47097 -5.07900 -3.10399
C 3.95876 -4.33234 -2.10938
C 4.54042 -6.48662 -1.17350
C 4.71777 -4.59098 -5.57210
H 6.23789 -6.24528 -6.65797
H 6.74835 -7.35374 -5.33512
H 7.26209 -5.71031 -5.24312
H 3.97613 -7.14134 -6.15789
H 4.57247 -7.99737 -4.72952
H 2.23546 -7.74182 -4.47534
H 2.21893 -6.02146 -4.88123
H 2.69445 -7.36404 -2.37024
H 2.15643 -5.83459 -2.77004
H 2.95836 -4.19891 -1.69767
H 4.59308 -4.04439 -1.27103
H 4.15799 -3.64203 -2.92907
H 5.47549 -6.13849 -0.73468
H 3.77724 -6.38386 -0.40207
H 4.86616 -7.52011 -1.29136
H 4.56457 -4.49330 -6.64684
H 5.28941 -3.71879 -5.25486
H 3.74615 -4.32084 -5.15849
H 7.10214 -5.72406 -2.77667

76
Properties=species:S:1:pos:R:3 method="wB97M-V/def2-TZVPD" charge=0 gap_ev=9.302
C -17.29685 -10.86344 -15.16603
O -16.73816 -10.16788 -14.33190
N -18.15037 -10.50124 -16.16373
N -17.09420 -12.19776 -15.31114
H -18.52180 -11.19057 -16.78595
H -18.12790 -9.50951 -16.36420
H -16.23001 -12.55022 -14.92679
H -17.52115 -12.65913 -16.09248
C -14.21839 -14.96117 -15.89947
O -14.93015 -14.45551 -16.75048
N -14.61577 -15.31096 -14.63623
N -12.88548 -15.02609 -16.02054
H -15.60195 -15.33216 -14.43913
H -13.99795 -15.78813 -14.00514
H -12.33200 -15.55425 -15.37114
H -12.49302 -14.69070 -16.88383
C -16.51791 -15.04135 -11.73537
O -15.54522 -14.05162 -11.75418
C -15.43138 -13.44101 -10.48557
C -14.76352 -12.09743 -10.65777
N -13.58696 -12.09076 -11.53736
C -13.20839 -10.70856 -11.89506
C -12.05540 -10.79942 -12.92747
O -12.46750 -11.40419 -14.13902
C -13.40408 -10.71710 -14.92604
H -16.40223 -15.82188 -12.48784
H -17.50931 -14.57985 -11.68558
H -16.57930 -15.69325 -10.85291
H -14.69800 -13.99416 -9.88747
H -16.34833 -13.32349 -9.90590
H -14.50017 -11.73738 -9.66081
H -15.57158 -11.42356 -10.96972
H -13.86189 -12.44075 -12.45027
H -12.79105 -10.14841 -11.05455
H -14.04464 -10.09766 -12.24877
H -11.36066 -11.45025 -12.40020
H -11.72354 -9.78393 -13.15610
H -14.40997 -10.75853 -14.50467
H -13.45476 -11.08495 -15.95217
H -13.05713 -9.69213 -15.09485
C -24.78764 -6.56832 -19.82769
O -23.81109 -5.88017 -19.06276
C -23.91904 -5.85362 -17.65708
C -22.65528 -5.28831 -17.04782
N -21.65440 -6.34039 -16.71794
C -20.63009 -5.83028 -15.84128
C -19.73028 -6.97269 -15.19757
O -19.18839 -7.83024 -16.20115
C -18.03097 -7.28626 -16.83368
H -24.60366 -7.63141 -19.97902
H -24.69423 -6.10928 -20.81498
H -25.79340 -6.24015 -19.55582
H -24.23553 -6.83717 -17.30143
H -24.73144 -5.18195 -17.35354
H -22.80107 -4.63757 -16.18570
H -22.16611 -4.60693 -17.75225
H -21.33287 -6.67922 -17.61495
H -20.94984 -5.28522 -14.95079
H -19.90905 -5.11419 -16.25890
H -20.55290 -7.49763 -14.71305
H -18.95027 -6.54467 -14.57206
H -17.61736 -8.07080 -17.46929
H -17.15916 -7.24136 -16.16842
H -18.13814 -6.29247 -17.26539
O -17.67050 -13.85545 -17.58480
H -17.88773 -14.38540 -18.35507
H -16.76820 -14.11549 -17.35269
O -15.21241 -7.63868 -14.07688
H -15.50633 -7.03748 -13.38780
H -15.73435 -8.44178 -13.94148
O -18.60748 -8.42192 -12.67267
H -17.97568 -7.72654 -12.47542
H -18.09300 -9.08044 -13.15826
O -21.01968 -9.50503 -16.91086
H -20.67703 -8.66004 -16.56316
H -21.73942 -9.73874 -16.31921

13
Properties=species:S:1:pos:R:3 method="wB97M-V/def2-TZVPD" charge=0 gap_ev=8.103
C -0.81636 -0.94048 0.54944
C -2.11493 -1.25888 0.35754
C -1.72441 0.98189 -0.43375
C 0.52928 1.12622 0.17320
N -0.60133 0.35487 0.01172
N -2.71956 -0.12251 -0.18918
O -2.04836 2.05162 -0.87095
I -4.70322 0.03470 -0.30593
H -0.08980 -1.59163 0.90659
H -2.76473 -2.10250 0.77017
H 0.37143 1.69197 1.05183
H 1.47263 0.56933 0.23301
H 0.67667 1.96946 -0.61185

11
Properties=species:S:1:pos:R:3 method="wB97M-V/def2-TZVPD" charge=-1 gap_ev=6.080
O 2.64409 -1.51049 -0.27594
H 2.20826 -2.00667 0.40054
N 0.62483 0.63042 0.27023
C -0.62456 0.03843 0.06462
N -1.90216 0.86823 -0.15911
H 0.89076 1.61374 0.26330
H 1.92515 -0.98523 -0.39749
H -0.49421 -0.40455 -0.84972
H -0.84945 -0.72457 0.95026
H -2.41587 0.96554 0.63833
H -2.00683 1.51515 -0.90503

29
Properties=species:S:1:pos:R:3 method="wB97M-V/def2-TZVPD" charge=-1 gap_ev=7.851
C -0.70705 -0.47580 -0.61015
O -0.11120 -0.25220 0.64292
H -0.44613 -1.48965 -0.91369
H -1.76712 -0.23836 -0.69935
H -0.25111 0.14663 -1.38008
O 2.28122 1.49527 -0.21224
H 1.72119 0.78657 0.10452
H 1.94046 2.28031 0.21651
O -2.64847 1.48117 2.15371
H -2.42073 2.12805 1.48594
H -2.11681 0.71525 1.93709
O -0.45262 -1.60885 3.21321
H -0.13323 -1.06464 3.93297
H -0.40433 -1.04159 2.44372
O 1.09239 1.28291 2.88494
H 0.71719 0.62884 2.29533
H 0.98975 0.90547 3.75857
O -0.64389 2.81568 0.34193
H -0.40144 1.89075 0.29759
H -0.87629 3.04625 -0.55755
O 2.33046 -1.72723 0.29894
H 2.18864 -2.14952 -0.54828
H 1.54631 -1.19577 0.43644
O -0.68663 0.64475 -4.07711
H 0.11659 0.93032 -3.64178
H -0.81304 -0.25648 -3.78038
O 0.36850 -3.18223 -3.40290
H -0.06100 -3.59342 -2.65277
H -0.35159 -2.90256 -3.96813

7
Properties=species:S:1:pos:R:3 method="wB97M-V/def2-TZVPD" charge=0 gap_ev=6.046
N -0.86914 0.35807 0.26788
O 0.46003 -1.95021 -0.09398
O -0.99130 1.52606 0.44058
Si 0.73849 -0.40724 -0.07635
H -1.76148 -0.17106 0.22261
H 1.53503 0.48608 0.78741
H 0.88837 0.15830 -1.54815

12
Properties=species:S:1:pos:R:3 method="wB97M-V/def2-TZVPD" charge=0 gap_ev=10.804
O 1.55624 -0.72199 -1.00232
C 0.27608 -0.73576 -0.45731
C 0.14595 -0.33391 1.03228
C -0.88051 0.68478 0.60870
O -0.11453 1.57145 -0.46954
C -0.70545 0.38477 -0.84839
H 1.84382 0.20342 -0.99488
H -0.19152 -1.69830 -0.66277
H -0.15388 -1.16276 1.68582
H 1.00550 0.17374 1.47052
H -1.41972 1.27679 1.35787
H -1.36199 0.35777 -1.71999

12
Properties=species:S:1:pos:R:3 method="wB97M-V/def2-TZVPD" charge=0 gap_ev=10.883
N 1.94018 0.71403 0.30839
C 1.01332 0.49508 1.27082
N 0.09493 -0.38147 1.20667
H 2.11311 -0.10914 -0.25369
H 2.11696 1.57410 -0.17683
H 0.95087 1.18489 2.11565
H -0.59467 -0.33854 1.94348
H -0.59612 -1.04810 -0.19125
O -1.22901 -0.18327 -2.63628
C -1.76762 -0.48520 -1.61580
O -1.35936 -1.42664 -0.73799
H -2.68259 0.00426 -1.23317

23
Properties=species:S:1:pos:R:3 method="wB97M-V/def2-TZVPD" charge=0 gap_ev=11.639
C 1.42822 2.24064 0.87834
C 2.14259 1.23102 -0.10901
C 1.24405 0.00593 -0.60812
C -0.24702 0.30025 -0.73118
C -0.46699 1.34049 -1.85875
H 2.23378 2.93956 1.21294
H 0.56529 2.83951 0.41041
H 1.06105 1.79111 1.81249
H 2.56560 1.55835 -1.09322
H 2.99283 0.81265 0.49292
H 1.35373 -0.84994 0.02659
H 1.63043 -0.29184 -1.51175
H -0.64191 0.58734 0.19690
H -0.76098 -0.59415 -1.12364
H -0.33008 2.26215 -1.45087
H -1.59778 1.49717 -1.99077
H 0.09331 1.17323 -2.84145
H 0.01879 -0.38674 2.72737
H -1.04634 -0.22134 1.59974
O -0.93681 -0.48408 2.63974
H -3.01162 -3.24186 -0.41656
H -2.96459 -4.77230 -0.37849
O -2.40903 -3.99253 -0.52729

14
Properties=species:S:1:pos:R:3 method="wB97M-V/def2-TZVPD" charge=0 gap_ev="4.191 / 8.122" s_squared=0.76 spin_multiplicity=2
C -0.03418 -0.48170 -1.09313
C -0.89015 0.65503 -0.99266
N -1.04309 1.43936 -2.03614
N 0.73135 -0.90257 0.12818
H -0.22425 -1.06264 -1.93905
H -1.44810 0.90200 -0.08229
H -0.21181 1.39316 -2.55548
H -1.80849 2.07011 -2.17314
H 0.16117 -1.76890 0.54471
H 1.78369 -1.30009 0.05017
H 0.70083 -0.03531 0.73021
H 0.30969 -0.54501 3.71744
H 1.46336 -0.05364 2.92185
O 0.51000 -0.30980 2.77932

40
Properties=species:S:1:pos:R:3 method="wB97M-V/def2-TZVPD" charge=0 gap_ev=7.652
C -7.73575 -0.36587 0.05678
C -6.39343 -1.24363 -0.13846
H -6.33704 -1.87037 0.65597
H -6.47196 -1.81953 -1.10732
O -5.37374 -0.56535 -0.22358
C -4.25216 -1.10677 -0.04805
O -4.22570 -2.35354 -0.01476
C -3.09074 -0.07701 -0.15095
C -3.24951 1.31035 0.01420
N -4.28100 1.96480 0.25384
H -4.31855 3.21189 0.24913
H -5.30999 1.64821 0.02676
S -1.64499 1.90185 0.01259
C -0.81086 0.64086 0.01730
C -1.70709 -0.52112 -0.23612
C -1.34375 -1.95748 -0.17980
H -0.86673 -2.51263 0.68130
H -2.16611 -2.57326 -0.52886
H -0.39836 -1.89174 -1.13586
C 0.58989 0.79267 0.05681
O 1.02322 1.86498 -0.29456
N 1.25578 -0.28718 0.25509
C 2.75796 -0.39687 0.15048
C 3.22681 -1.72819 0.51079
C 4.65829 -1.84269 0.10604
C 5.56506 -0.91645 0.09789
C 4.96819 0.14628 -0.13914
C 3.64530 0.74065 -0.18344
H 3.13148 1.52438 -0.22567
O 6.01886 1.17231 -0.27324
C 7.18326 0.57103 -0.27000
O 6.82074 -0.91058 -0.06564
H 7.81570 0.91181 0.61953
H 7.72169 0.38712 -1.18264
H 5.02892 -3.06046 0.54068
H 2.66073 -2.40166 0.55969
H 0.90264 -1.23071 0.12109
H -8.67380 -0.97267 0.19480
H -7.83826 0.39215 -0.83073
H -7.90152 0.30660 1.00835

23
Properties=species:S:1:pos:R:3 method="wB97M-V/def2-TZVPD" charge=+1 gap_ev="8.157 / 5.116" s_squared=6.04 spin_multiplicity=5
Pd 0.06604 -0.08913 0.14135
I 3.08326 0.24572 0.28743
C 2.59077 2.27236 -0.06546
I 0.77502 2.43682 -1.14721
H 3.38116 2.73668 -0.64242
H 2.45631 2.75952 0.89202
S -0.35139 -0.33207 4.95216
C -0.14678 0.06586 3.39690
N 0.00246 0.37670 2.27984
N -6.28842 -0.01580 0.08112
C -4.94227 -0.02682 0.08643
C -4.19545 1.12742 -0.20684
C -2.82594 1.06355 -0.19406
N -2.13277 -0.05050 0.08229
C -2.84436 -1.15110 0.37189
C -4.21505 -1.18996 0.39000
H -6.79603 0.81781 -0.15288
H -6.81574 -0.84633 0.27997
H -4.68217 2.06388 -0.44151
H -2.24389 1.95083 -0.41020
H -2.27581 -2.04375 0.59940
H -4.71434 -2.11759 0.63347
S 0.29047 -1.93350 -1.00808

Ordered ΔE to the lowest compared entry with this formula, charge and spin results: 312.8, 0.0, 54.6, 235.4, 47.4, 37.5, 292.5, 134.1, 168.4, 320.0, 1337.9, 0.0; unit kJ/mol.
Ordered strongest force on any atom results: 4.3, 3.1, 5.0, 5.7, 1.7, 4.1, 1.9, 2.4, 4.1, 4.7, 18.4, 0.2; unit eV Å⁻¹.
Ordered total energy results: -3996.89813, -1641.88534, -637.82464, -226.96007, -726.69569, -496.40591, -306.39487, -339.78158, -350.51816, -266.15263, -1502.75666, -1955.13499; unit hartree.